Below is a molecular structure, C30H22Cl3NPRh, with properties calculated with wB97M-V/def2-TZVPD.

```
58
Properties=species:S:1:pos:R:3
Rh 1.0043 -0.9044 0.1703
Cl -0.7323 -2.8073 -0.5729
C -1.7820 -1.9308 -1.6775
C -2.5220 -2.6913 -2.5674
C -3.3563 -2.0502 -3.4695
C -3.4439 -0.6671 -3.4739
C -2.6970 0.0740 -2.5677
C -1.8535 -0.5420 -1.6483
P -0.8563 0.4237 -0.4401
C -0.8752 2.0993 -1.1288
C 0.0926 2.3978 -2.0881
C 0.1221 3.6477 -2.6877
C -0.8072 4.6124 -2.3200
C -1.7634 4.3255 -1.3554
C -1.8011 3.0703 -0.7609
C -1.9405 0.4996 1.0168
C -3.1973 -0.0927 1.0639
C -3.9488 -0.0449 2.2339
C -3.4520 0.6074 3.3511
C -2.1989 1.2082 3.3065
C -1.4418 1.1442 2.1502
H -2.4334 -3.7688 -2.5518
H -3.9314 -2.6386 -4.1727
H -4.0902 -0.1621 -4.1791
H -2.7713 1.1547 -2.5757
H 0.8289 1.6490 -2.3585
H 0.8761 3.8712 -3.4311
H -0.7813 5.5915 -2.7807
H -2.4830 5.0791 -1.0630
H -2.5490 2.8511 -0.0079
H -3.5979 -0.5989 0.1951
H -4.9218 -0.5178 2.2664
H -4.0348 0.6409 4.2628
H -1.7982 1.6988 4.1836
H -0.4450 1.5695 2.1393
Cl 3.1069 1.0943 -0.4915
C 4.1480 -0.1247 -1.1763
C 5.3347 0.2595 -1.7562
C 6.1871 -0.7156 -2.2642
C 5.8521 -2.0608 -2.1647
C 4.6726 -2.4341 -1.5564
Cl 4.2639 -4.1093 -1.4358
C 3.7570 -1.4837 -1.0397
N 2.6342 -1.8266 -0.4041
H 5.5931 1.3079 -1.8087
H 7.1181 -0.4255 -2.7319
H 6.5106 -2.8248 -2.5543
C 0.9265 -1.5082 5.0706
C -0.0894 -2.0570 4.2979
C -0.0635 -1.9268 2.9131
C 0.9674 -1.2480 2.2574
C 1.9847 -0.7191 3.0557
C 1.9688 -0.8381 4.4417
H 0.9105 -1.6078 6.1487
H -0.9058 -2.5858 4.7772
H -0.8840 -2.3527 2.3411
H 2.8163 -0.1984 2.5876
H 2.7732 -0.4138 5.0317
```

Summary:
E_tot in eV: -82818.31546
Spin multiplicity: 5
Charge: 0
HOMO-LUMO gap (spin up / spin down) in eV: 6.83 / 6.43